Here is C4H6N2 in the gas phase from OMol25. Energies are from ωB97M-V/def2-TZVPD.

The value obtained for the highest occupied orbital energy is -9.2 eV. The multiplicity is 1. The HOMO-LUMO gap is 10.220 eV. As for the structure (SMILES): Cc1cn[nH]c1.

```
12
C4H6N2 ωB97M-V/def2-TZVPD
C 0.671 -0.882 -0.888
H -1.137 -2.541 0.844
N -0.484 -1.794 0.644
H -1.269 -0.162 1.713
C 0.248 1.824 -0.198
H 1.363 -1.049 -1.735
N 0.272 -2.047 -0.429
H 0.226 2.161 -1.244
H 1.192 2.219 0.211
C -0.649 -0.439 0.861
C 0.096 0.265 -0.076
H -0.528 2.444 0.296
```

---

Here is 2 unconnected molecules or ions with the total composition C4H6ClN3O3 from OMol25. Energies are from ωB97M-V/def2-TZVPD.

The value obtained for the highest occupied orbital energy is -9.3 eV. The multiplicity is 1. The HOMO-LUMO gap is 9.405 eV. As for the structure (SMILES): N/C(Cl)=C\[N+](=O)[O-].COC#N.

```
17
C4H6ClN3O3 ωB97M-V/def2-TZVPD
C 1.276 0.951 -1.127
O 1.741 -0.105 1.335
O -1.723 -0.429 -0.390
C -2.407 -0.704 0.857
N 2.302 0.133 -1.151
H -3.091 -1.438 0.629
H -1.836 -1.107 1.667
N 0.191 -1.837 -0.648
H -0.313 1.832 -0.019
H -2.934 0.200 1.196
C 0.478 1.101 -0.083
H 2.872 0.052 -1.933
N 0.715 0.506 1.172
C -0.651 -1.078 -0.528
H 2.669 -0.397 -0.343
O -0.151 0.698 2.005
Cl 0.861 1.623 -2.636
```

---

Here is a molecular structure, C16H10BeF6N5O5PS5 from OMol25. Energies are from ωB97M-V/def2-TZVPD.

The value obtained for the highest occupied orbital energy is -3.4 eV. The multiplicity is 1. Its total charge is -2. The HOMO-LUMO gap is 7.546 eV.

```
49
C16H10BeF6N5O5PS5 ωB97M-V/def2-TZVPD
O -1.557 -3.085 -3.481
N -3.948 -3.432 2.558
H 2.253 1.363 -1.290
H 2.408 2.057 -3.680
N -5.373 -5.286 3.278
C -0.249 3.117 1.210
C -1.350 4.721 2.624
C 0.502 5.406 1.258
Be -1.241 -1.572 0.161
S 0.674 -3.050 -0.560
H 0.369 2.763 -4.883
O 3.569 -5.307 0.829
H 1.405 3.861 0.073
F 0.689 -1.439 -2.954
F 2.429 -1.580 -1.760
O 1.189 -5.354 1.408
N 2.106 -3.638 -0.255
O 0.352 -1.982 0.386
H 1.182 6.177 0.915
F 3.485 -4.006 3.287
C -4.659 -4.456 2.885
O -0.287 -4.094 -0.745
H -2.117 4.960 3.351
S -1.661 0.400 0.991
C 1.345 -2.270 -2.171
S -2.167 -2.741 -2.194
C -0.997 2.110 -1.858
C -0.917 2.479 -3.190
H -1.899 2.636 2.466
P 0.067 1.396 0.624
C -0.496 5.716 2.173
C 0.626 4.113 0.781
N -1.545 -1.623 -1.444
H -1.942 2.104 -1.330
C 0.309 2.466 -3.843
C -3.065 -3.030 1.763
C 1.452 2.064 -3.171
C 0.155 1.725 -1.180
S 2.327 -4.602 0.971
F 3.302 -2.321 1.957
C 1.376 1.687 -1.837
H -1.809 2.789 -3.722
F 1.781 -3.283 -2.929
S 1.801 0.868 1.367
C -1.229 3.423 2.144
H -0.606 6.733 2.531
C 2.675 -3.416 2.382
N -2.283 -2.500 1.076
F 1.566 -3.065 3.029
```

---

Here is 2 unconnected molecules or ions with the total composition CH4INO2 from OMol25. Energies are from ωB97M-V/def2-TZVPD.

The value obtained for the highest occupied orbital energy is -8.9 eV. The multiplicity is 1. The HOMO-LUMO gap is 9.022 eV. As for the structure (SMILES): [NH3+][O-].O=CI.

```
9
CH4INO2 ωB97M-V/def2-TZVPD
N -2.021 -0.111 0.026
I 3.814 -1.014 0.547
H -1.502 0.724 -0.282
H -2.577 0.378 0.848
O -1.223 -0.984 0.631
O 2.273 1.406 0.204
H 1.739 -0.173 -1.070
C 2.263 0.310 -0.232
H -2.766 -0.536 -0.673
```

---

Here is C14H19N3O4 in the gas phase from OMol25. Energies are from ωB97M-V/def2-TZVPD.

The value obtained for the highest occupied orbital energy is -9.5 eV. The multiplicity is 1. The HOMO-LUMO gap is 10.122 eV. As for the structure (SMILES): NC(=O)CC[C@H](N)C(=O)N[C@@H](Cc1ccccc1)C(=O)O.

```
40
C14H19N3O4 ωB97M-V/def2-TZVPD
H -0.661 3.246 -0.090
C -0.188 3.094 2.413
H -0.177 -2.694 -0.211
C 1.244 0.918 3.231
H 1.172 -1.655 -2.783
C -0.889 1.169 -0.614
C 0.566 -1.588 -1.884
O 2.178 -1.784 0.537
N -1.377 -2.287 -3.190
H 0.866 2.481 -0.531
C -0.892 -1.260 -2.281
H -0.933 2.035 -2.573
C -0.085 2.331 0.016
O -2.710 1.373 1.112
H 0.495 -3.744 -1.452
H -0.942 3.801 2.079
C 0.818 1.835 4.191
H -1.901 1.615 1.628
H 1.402 0.387 1.128
N 2.602 -3.966 0.068
C 0.041 2.931 3.780
N -0.728 1.187 -2.075
C 0.232 2.157 1.486
H -2.347 -2.118 -3.396
C -2.403 1.122 -0.198
H 2.278 -4.847 -0.190
O -1.113 0.281 -4.092
H -1.522 -1.270 -1.387
H 0.960 1.615 5.242
C 0.640 -2.795 -0.940
H -0.318 3.646 4.518
H 0.993 -0.776 -1.277
C 1.006 1.069 1.884
C 1.915 -2.786 -0.101
C -0.936 0.115 -2.905
H 3.442 -3.898 0.700
O -3.257 0.923 -1.018
H -0.916 -2.201 -4.066
H 1.931 0.125 3.518
H -0.488 0.213 -0.276
```

---

Here is 3 unconnected molecules or ions with the total composition C3H9NS2 from OMol25. Energies are from ωB97M-V/def2-TZVPD.

The value obtained for the highest occupied orbital energy is -9.2 eV. The multiplicity is 1. The HOMO-LUMO gap is 5.550 eV.

```
15
C3H9NS2 ωB97M-V/def2-TZVPD
H -0.212 1.935 0.090
S 0.052 2.838 3.013
H 0.366 0.133 -1.613
H 0.647 1.144 2.178
S 1.040 -2.484 -1.296
H 0.206 -1.476 0.494
H 1.486 1.246 0.909
C -0.429 -0.027 -0.888
H -1.271 0.832 0.923
H -1.380 0.133 -1.393
H 0.318 -2.048 -3.063
N 0.816 0.616 1.285
C -0.314 0.867 0.329
H -1.109 -2.175 -0.443
C -0.215 -1.534 -0.523
```

---

Here is C7H6 in the gas phase from OMol25. Energies are from ωB97M-V/def2-TZVPD.

The value obtained for the highest occupied orbital energy is -8.7 eV. The multiplicity is 1. The HOMO-LUMO gap is 8.929 eV. As for the structure (SMILES): C#C/C=C(/C)C#C.

```
13
C7H6 ωB97M-V/def2-TZVPD
C -0.837 1.181 -0.122
C 2.141 -0.010 -0.152
C 3.330 0.245 0.033
C -0.365 -0.192 -0.209
C -1.572 -1.108 0.065
H -1.837 -1.930 -0.651
C 0.903 -0.656 -0.151
H 4.287 0.771 0.052
H 1.152 -1.712 -0.272
H -1.793 3.140 0.266
C -1.530 2.129 -0.002
H -1.556 -1.469 1.010
H -2.323 -0.390 0.132
```

---

Here is 3 unconnected molecules or ions with the total composition C4H14NO3 from OMol25. Energies are from ωB97M-V/def2-TZVPD.

The value obtained for the highest occupied orbital energy (alpha / beta) is -17.2 / -17.2 eV. The multiplicity is 2. Its total charge is +2. The HOMO-LUMO gap (alpha / beta) is 7.140 / 3.201 eV. Its expectation value of S² is 0.76.

```
22
C4H14NO3 ωB97M-V/def2-TZVPD
H -1.708 0.934 2.258
O 1.810 2.207 -3.179
H -0.898 -1.159 -0.240
C 1.284 0.430 1.874
H 1.141 1.630 -3.568
H 1.576 3.070 -3.560
H -0.299 -0.906 1.920
H 1.294 0.597 2.982
N 0.012 -0.632 -0.103
H 0.835 -2.487 -0.865
H 1.805 -1.015 -1.119
O 2.234 0.676 1.219
H 1.859 -1.638 0.420
C 1.171 -1.560 -0.409
C -0.100 -0.056 1.267
H -3.228 -1.353 0.224
H -2.892 -1.468 -1.262
H -0.598 2.092 1.452
H -1.748 1.028 0.495
O -2.521 -1.626 -0.378
H 0.070 0.109 -0.803
C -1.099 1.124 1.374
```

---

For each record above, in turn, the calculated energy relative to the best compared isomer or geometry (same formula, charge and spin) values are 27.4; 18.3; 32.7; 28.4; 15.0; 154.0; 59.7; 32.7 kcal per mole.
For each record above, in turn, the calculated F_max values are 1.4; 2.8; 2.8; 3.8; 3.4; 4.8; 3.7; 1.5 eV/A.